No. 1
Computed, not measured: a single C8H8BClO2S molecule at a distorted geometry, with ωB97M-V with the def2-TZVPD basis set.

Last column: Mulliken charge in e.
Geometry (Å):
B: 1.93212 0.96880 -0.53355  0.77
C: -3.05452 -0.29549 0.50886  -0.32
C: -2.15738 -0.89588 1.39541  -0.69
C: -2.54795 0.36373 -0.55487  -0.80
C: -0.80774 -0.96186 1.07851  -0.24
C: -1.20576 0.46584 -0.77165  -0.14
C: -0.33880 -0.28053 -0.01116  0.73
C: 1.76122 -1.57620 -0.38550  -0.20
C: 1.06425 -0.41011 -0.28408  -0.31
O: 1.20621 2.18177 -0.55378  -0.62
O: 3.11642 0.90644 -1.18390  -0.56
S: 0.96548 -2.94980 -0.88803  -0.11
Cl: 2.52476 0.81735 1.70375  -0.41
H: -4.10360 -0.23140 0.60425  0.43
H: -2.59334 -1.21144 2.31721  0.41
H: -3.19510 1.05364 -0.97191  0.38
H: -0.07589 -1.42133 1.76370  0.44
H: -0.88420 1.11433 -1.56536  0.41
H: 2.86794 -1.62436 -0.37237  0.31
H: 1.85194 2.86375 -0.81722  0.30
H: 3.67394 1.12275 -0.47828  0.24

Summary:
Energy relative to the best compared isomer or geometry (same formula, charge and spin)   0.0000 eV
E_HOMO (alpha / beta)   -9.66 / -9.66 eV

---

No. 2
Computed, not measured: a molecular structure, C8H10N2O2Pm at a distorted geometry, with ωB97M-V with the def2-TZVPD basis set.

Last column: Mulliken charge in e.
Geometry (Å):
C: 0.04745 -1.35764 -1.95729  -0.39
C: -1.28032 -1.50502 -1.46716  -0.42
C: -1.21983 -2.22344 -0.23392  -0.58
C: 0.16185 -2.50135 0.04187  -0.47
C: 0.93771 -1.95902 -1.02450  -0.52
Pm: -0.11634 0.04205 0.45269  1.18
C: -0.97809 1.96385 -1.03605  -1.39
C: 0.40010 2.01392 -1.43808  1.00
C: 0.78658 2.51458 -2.67854  -1.24
N: 1.30662 1.43369 -0.58326  -0.53
H: -2.06013 -2.42650 0.43214  0.40
H: -2.17965 -1.12242 -1.94439  0.39
H: 0.55214 -2.99260 0.93432  0.42
H: 2.01960 -2.01232 -1.12539  0.35
H: 0.33244 -0.89114 -2.89795  0.37
H: -1.72041 1.69936 -1.78927  0.26
H: 2.28782 1.57043 -0.87209  0.11
H: -1.33927 2.36564 -0.07742  0.33
H: 0.00054 2.87727 -3.32300  0.29
H: 1.82746 2.54969 -2.98102  0.24
O: 0.87041 0.53325 4.31916  -0.43
N: 0.51848 0.51563 3.15058  0.06
O: 0.99652 -0.47149 2.39367  -0.43

Summary:
Net charge   -1
Multiplicity   5
E_HOMO (alpha / beta)   -2.59 / -2.58 eV

---

No. 3
Computed, not measured: 12 unconnected molecules or ions with the total composition C22H70N14O16 at a distorted geometry, with ωB97M-V with the def2-TZVPD basis set.

Last column: Mulliken charge in e.
Geometry (Å):
C: -8.49361 -8.01008 15.59132  -0.40
O: -8.43494 -6.62881 15.81441  -0.41
C: -7.28402 -6.27241 16.45215  -0.49
C: -7.13060 -4.70460 16.26790  0.29
C: -6.95541 -4.30230 14.79292  -1.33
N: -5.98048 -4.35969 17.07611  -0.71
H: -8.22622 -8.58713 16.47655  0.01
H: -7.78770 -8.19723 14.78215  0.48
H: -9.47496 -8.42117 15.35455  0.07
H: -7.49022 -6.42776 17.51113  0.20
H: -6.34684 -6.79840 16.27013  0.24
H: -7.98890 -4.21529 16.72832  0.27
H: -6.04530 -4.68755 14.33315  0.33
H: -7.02734 -3.23528 14.58223  0.39
H: -7.89228 -4.61212 14.32991  0.30
H: -5.92099 -5.10245 17.75791  0.30
H: -5.28813 -4.49465 16.35323  0.35
C: -9.30035 -15.35829 17.46613  -0.80
O: -8.02460 -15.65040 16.90720  -0.47
C: -7.96504 -15.57689 15.52198  0.46
C: -6.70321 -16.34288 15.00244  0.10
C: -6.51826 -16.37842 13.46004  -1.05
N: -6.83175 -17.71278 15.34086  -0.79
H: -9.94696 -16.23458 17.51197  0.49
H: -9.89549 -14.74360 16.79079  0.17
H: -9.34103 -14.99934 18.49452  0.33
H: -8.78446 -16.11438 15.04471  0.09
H: -8.01795 -14.54298 15.18093  -0.03
H: -5.80243 -15.81734 15.31946  0.30
H: -6.85472 -15.39915 13.11953  0.21
H: -7.06877 -17.20532 13.01142  0.27
H: -5.52611 -16.47713 13.01961  0.32
H: -6.94164 -17.78203 16.34246  0.33
H: -7.69153 -18.15848 15.05405  0.28
N: -9.60873 -8.43714 20.05779  -0.42
C: -10.26567 -8.35616 18.95075  0.74
N: -10.46357 -7.13362 18.47808  -0.34
O: -10.70295 -9.32785 18.39584  -0.99
H: -9.20571 -7.58636 20.42363  0.20
H: -9.32034 -9.33933 20.40848  0.09
H: -11.00242 -7.08159 17.62542  0.18
H: -10.09572 -6.29800 18.90995  0.16
N: -11.27825 -12.47559 18.81419  0.24
C: -10.83116 -12.47549 20.06135  0.25
N: -10.27864 -11.38873 20.36909  -0.15
O: -10.93904 -13.46423 20.80974  -0.77
H: -11.07972 -11.64117 18.28087  0.14
H: -11.60026 -13.38636 18.51938  0.08
H: -9.85326 -11.32090 21.28264  0.22
H: -10.50352 -10.59089 19.79204  0.27
N: -9.06742 -11.59453 15.62610  1.82
C: -10.23183 -11.31625 15.07684  0.65
N: -11.01446 -10.72701 15.94273  0.58
O: -10.63421 -11.67234 13.99471  -0.74
H: -8.89816 -11.41365 16.60525  -0.75
H: -8.27487 -11.83953 15.04996  -0.25
H: -10.75674 -10.30724 16.82448  -0.40
H: -11.99336 -10.78497 15.70085  -0.17
N: -4.45960 -9.73876 15.99750  -0.50
C: -5.00584 -10.13231 14.87377  0.79
N: -5.19729 -11.43539 14.95746  -0.22
O: -5.28932 -9.39380 13.98356  -0.58
H: -4.23086 -10.39517 16.73025  0.14
H: -4.46940 -8.75692 16.23412  0.23
H: -4.76608 -11.85182 15.77033  0.22
H: -5.72382 -11.83184 14.19216  0.10
N: -15.71130 -9.93958 15.27971  -0.44
C: -14.44435 -9.63630 15.14309  0.51
N: -14.28552 -8.36670 15.22651  -0.47
O: -13.60003 -10.40064 14.78052  -0.66
H: -15.90418 -10.93002 15.23595  0.23
H: -16.49796 -9.38339 15.58290  0.17
H: -14.89998 -7.86461 15.85137  0.21
H: -13.32546 -8.08807 15.08250  0.23
N: -10.46849 -16.16927 12.28893  -0.32
C: -10.21333 -14.98775 12.83221  0.34
N: -11.09099 -14.58291 13.73011  0.75
O: -9.30294 -14.33130 12.35335  -0.73
H: -11.33008 -16.61386 12.57195  0.11
H: -9.77951 -16.72626 11.80399  0.27
H: -11.84551 -15.22229 13.93501  0.15
H: -11.02138 -13.63707 14.07747  -0.78
O: -7.84589 -11.25039 18.25202  -0.16
C: -7.15481 -12.41248 18.09334  1.00
C: -7.05487 -13.26022 19.42633  -0.75
O: -6.22838 -12.69575 20.46015  -0.61
H: -7.33204 -10.56056 18.67827  0.16
H: -7.51623 -13.07430 17.30628  -0.47
H: -6.14401 -12.24270 17.72243  -0.11
H: -6.61388 -14.23073 19.19882  0.26
H: -8.07327 -13.36216 19.80123  0.39
H: -6.70089 -11.93894 20.81451  0.32
O: -9.23975 -11.07845 11.72889  -0.63
C: -7.94074 -10.50594 12.06482  0.29
C: -6.87371 -11.61961 12.04431  -0.64
O: -7.06262 -12.62952 13.00662  -0.62
H: -9.61328 -11.37331 12.56265  0.22
H: -7.62748 -9.67195 11.43678  0.49
H: -8.05565 -10.12062 13.07795  -0.48
H: -5.92319 -11.13514 12.26773  0.56
H: -6.82279 -12.04820 11.04341  0.36
H: -7.79358 -13.20003 12.75804  0.06
O: -14.03497 -14.18952 15.15548  -0.58
C: -13.82221 -13.51787 16.37091  0.75
C: -13.67247 -14.39136 17.63717  -1.02
O: -12.45023 -15.07859 17.50468  -0.56
H: -14.08836 -13.55676 14.43550  0.39
H: -13.08709 -12.71539 16.30976  -0.31
H: -14.82961 -13.10489 16.42298  0.22
H: -14.51409 -15.07393 17.75501  0.40
H: -13.53412 -13.78238 18.53054  0.43
H: -12.42453 -15.58505 16.68955  0.32
O: -14.44475 -13.45491 10.01982  -0.55
C: -13.29302 -13.77381 10.73433  -0.77
C: -12.91013 -12.50562 11.50311  0.51
O: -13.65776 -12.53955 12.74935  -0.56
H: -15.15225 -14.02780 10.32452  0.35
H: -13.33050 -14.74126 11.23506  0.35
H: -12.48978 -13.94001 10.01651  0.31
H: -13.00643 -11.60112 10.90251  0.37
H: -11.86719 -12.57774 11.81161  -0.29
H: -13.34113 -11.81579 13.29481  0.15

Summary:
SMILES string   COC[C@H](C)N.COC[C@H](C)N.NC(N)=O.NC(N)=O.NC(N)=O.NC(N)=O.NC(N)=O.NC(N)=O.OCCO.OCCO.OCCO.OCCO
Energy relative to the best compared isomer or geometry (same formula, charge and spin)   3.5307 eV
E_HOMO   -8.83 eV

---

No. 4
Computed, not measured: 3 unconnected molecules or ions with the total composition C4H11NO2 at a distorted geometry, with ωB97M-V with the def2-TZVPD basis set.

Last column: Mulliken charge in e.
Geometry (Å):
C: -0.84108 0.11063 1.10319  -0.23
C: -1.21097 -1.19441 0.51306  -0.76
O: -0.82676 1.10552 -1.26276  -0.63
O: -1.75428 2.17433 -0.99998  -0.42
H: -2.39740 2.05055 -1.71160  0.30
H: -0.38667 0.04990 2.08828  0.29
H: -1.51802 0.94376 0.95729  0.40
H: -0.31170 -1.74083 0.20287  0.23
H: -1.85415 -1.08319 -0.35533  0.24
H: -1.69772 -1.82258 1.26798  0.36
N: 0.97581 0.79224 0.40685  -0.42
C: 1.93475 -0.15713 0.10029  -0.03
C: 1.84568 -1.01446 -0.92485  -0.88
H: 1.27871 1.52155 1.03618  0.28
H: 0.34027 1.18304 -0.49032  0.40
H: 2.80093 -0.17255 0.75483  0.29
H: 1.00449 -0.99420 -1.60206  0.33
H: 2.61811 -1.75216 -1.08392  0.25

Summary:
Energy relative to the best compared isomer or geometry (same formula, charge and spin)   7.0215 eV
E_HOMO (alpha / beta)   -7.38 / -7.39 eV